Formula: C19H23F2N5O2
Source: the Open Molecules 2025 dataset
Level of theory: ωB97M-V with the def2-TZVPD basis set

Geometry (Å):
C -3.99834 -0.80955 2.49507
C -4.04950 0.06539 1.29604
C -4.94819 1.02111 0.90560
N -4.57796 1.56517 -0.28463
C -3.47682 0.95020 -0.62902
N -3.11050 0.02847 0.29999
H -2.27404 -0.53769 0.25119
C -2.63688 1.22417 -1.82784
N -1.41765 1.92967 -1.44698
C -0.38086 1.18576 -1.00192
O -0.44074 -0.03376 -0.96660
C 0.85039 1.96541 -0.58393
H 1.20305 2.54706 -1.43921
H 0.58481 2.65348 0.22016
C 1.99438 1.04323 -0.13318
N 1.80493 0.58661 1.23625
C 2.39651 1.49903 2.18695
C 3.91178 1.62074 1.99661
N 4.16515 1.94752 0.61379
C 3.31689 1.75903 -0.41825
O 3.58780 2.16281 -1.53246
H 5.04456 2.38605 0.37810
H 4.40524 0.67767 2.26687
H 4.31688 2.41106 2.63550
H 1.94053 2.48206 2.03950
H 2.16831 1.16360 3.20073
C 2.19399 -0.80418 1.44132
C 1.15643 -1.71945 0.84672
C 1.41424 -2.44202 -0.30944
C 0.44117 -3.25744 -0.87126
C -0.80162 -3.37426 -0.28155
C -1.06342 -2.66490 0.87782
C -0.09756 -1.84456 1.42990
H -0.30657 -1.27777 2.32429
H -2.02830 -2.76349 1.35111
H -1.54279 -4.01169 -0.73636
F 0.71267 -3.94981 -1.99017
F 2.62690 -2.36441 -0.89186
H 3.17970 -1.03491 1.01118
H 2.23714 -0.98099 2.51992
H 1.96510 0.17217 -0.79562
C -1.46136 3.36974 -1.37382
H -1.37582 3.72243 -0.34274
H -0.65916 3.81534 -1.96544
H -2.41679 3.70952 -1.76497
H -2.33508 0.27999 -2.29101
H -3.19766 1.82571 -2.54192
H -5.83580 1.35208 1.40597
H -4.73679 -0.47830 3.21992
H -4.21939 -1.84442 2.23025
H -3.01168 -0.77577 2.95594

Atoms 1-2, force components in eV/Å:
C 0.0 0.0 -0.2
C -0.3 0.1 0.2

Gap between HOMO and LUMO: 8.8 eV
Spin multiplicity: 1
Strongest force on any atom: 0.015 Eh/bohr
SMILES: Cc1cnc(CN(C)C(=O)C[C@H]2C(=O)NCCN2Cc2cccc(F)c2F)[nH]1
ΔE to the lowest compared entry with this formula, charge and spin: 0.0 kJ/mol